1.
This record from the OMol25 dataset describes one molecule with the formula C3H6N2OS. The level of theory is ωB97M-V/def2-TZVPD.

Geometry as ORCA input:
```
! RIJCOSX wB97M-V def2-TZVPD def2/J DEFGRID3
* xyz 0 1
C -1.08 -1.69 0.41
C -0.08 1.38 -0.51
C 2.04 0.32 0.04
H -0.52 -1.79 1.40
H -1.53 -2.72 0.38
H -1.95 -0.84 0.39
H 0.55 2.27 -0.50
H -1.90 2.08 -0.38
H 2.37 1.38 0.49
N 0.67 0.23 -0.33
N -1.38 1.21 -0.21
O 2.72 -0.63 -0.15
S 0.08 -1.20 -1.01
*
```

Output
- highest occupied orbital energy (eV) = -8.99
- LUMO level (eV) = 0.5
- SMILES = [H]/N=C/N(C=O)SC
- calculated total energy (eV) = -19069.1341
- relative energy (zero: lowest compared OMol25 entry of this formula, charge and spin) (kJ/mol) = 292.6

***

2.
This record from the OMol25 dataset describes a 2-piece molecular cluster, C6H12O overall. The level of theory is ωB97M-V/def2-TZVPD.

Geometry as ORCA input:
```
! RIJCOSX wB97M-V def2-TZVPD def2/J DEFGRID3
* xyz 0 1
C 1.11 -1.60 -0.32
C 0.35 -0.77 0.68
C -0.70 -1.22 1.36
C 0.89 0.61 0.94
O 1.71 1.21 -0.06
C 0.45 1.81 0.22
C -0.59 1.78 -0.87
H 0.62 -2.57 -0.48
H 1.21 -1.08 -1.27
H 2.13 -1.79 0.05
H -2.20 -1.25 -1.76
H -1.21 -0.60 2.09
H -1.07 -2.23 1.23
H -1.94 -1.15 -1.06
H 1.27 0.76 1.96
H 0.53 2.76 0.75
H -0.60 0.81 -1.38
H -0.38 2.56 -1.62
H -1.59 1.96 -0.46
*
```

Output
- highest occupied orbital energy (eV) = -9.38
- LUMO level (eV) = 1.1
- SMILES = C=C(C)[C@H]1O[C@H]1C.[H][H]
- calculated total energy (eV) = -8461.6496
- relative energy (zero: lowest compared OMol25 entry of this formula, charge and spin) (kJ/mol) = 260.9

***

3.
This record from the OMol25 dataset describes a 2-piece molecular cluster, C3H11N2O overall. The level of theory is ωB97M-V/def2-TZVPD.

Geometry as ORCA input:
```
! RIJCOSX wB97M-V def2-TZVPD def2/J DEFGRID3
* xyz 2 2
C 0.88 -1.20 0.03
C -0.23 -0.32 0.37
C -1.37 -0.70 1.11
N -1.78 -1.94 1.28
N -0.08 1.12 0.13
H 0.92 -2.10 0.65
H 1.90 -0.79 0.10
H 0.83 -1.55 -1.02
H -1.90 0.00 1.75
H -1.37 -2.70 0.73
H -2.72 -2.08 1.65
H -0.48 1.62 0.93
H -0.60 1.49 -0.69
H 0.90 1.38 -0.07
H 2.28 2.00 -2.33
H 1.41 3.34 -2.44
O 1.43 2.42 -2.17
*
```

Output
- highest occupied orbital energy (alpha / beta) (eV) = -18.81 / -18.81
- LUMO level (alpha / beta) (eV) = -8.8 / -12.0
- calculated total energy (eV) = -8298.0443
- relative energy (zero: lowest compared OMol25 entry of this formula, charge and spin) (kJ/mol) = 15.8

***

4.
This record from the OMol25 dataset describes one molecule with the formula C5H7P. The level of theory is ωB97M-V/def2-TZVPD.

Geometry as ORCA input:
```
! RIJCOSX wB97M-V def2-TZVPD def2/J DEFGRID3
* xyz 0 1
C -0.58 -0.46 0.86
C 0.73 -0.43 1.29
C -0.94 0.11 -0.33
C -1.87 -0.39 -1.21
C 0.26 1.19 -0.68
P 1.53 0.88 0.58
H -1.23 -1.16 1.26
H 1.20 -0.89 2.22
H -2.47 0.08 -1.96
H -2.40 -1.26 -0.81
H 0.10 2.31 -0.85
H 1.61 1.48 1.77
H 2.96 0.89 -0.01
*
```

Output
- highest occupied orbital energy (eV) = -6.99
- LUMO level (eV) = -0.1
- SMILES = C=C1C=C[PH2]=C1
- calculated total energy (eV) = -14581.4892
- relative energy (zero: lowest compared OMol25 entry of this formula, charge and spin) (kJ/mol) = 406.1